15
Properties=species:S:1:pos:R:3 method="wB97M-V/def2-TZVPD" gap_ev=11.71 total_charge=0 homo_ev=-11.264 e_tot_ha=-250.622476 molar_mass_g_mol=83.13 de_lowest_ev=1.2100
C -0.55985 1.33160 -0.36415
C -0.43557 -0.00910 0.37188
C -0.94183 -1.16304 -0.48278
C 0.97651 -0.29046 0.86407
C 1.94075 -0.42853 -0.28098
N 2.69748 0.40586 -0.55533
H -0.20477 2.17223 0.24478
H -1.61109 1.52047 -0.61290
H 0.01093 1.33518 -1.30113
H -1.03133 0.05179 1.28940
H -0.38488 -1.21992 -1.42700
H -2.00100 -1.02952 -0.71800
H -0.81657 -2.11940 0.03679
H 1.07603 -1.18095 1.47356
H 1.33532 0.56701 1.45451